#P
Below is a cluster of 2 separate species, C7H16O in total, with properties calculated with ωB97M-V/def2-TZVPD.

Last columns: bonded neighbours and bond lengths (Å).
Element x y z (Å)
1 C -0.4119 4.0696 1.1825  C2 1.499, H8 1.089, H9 1.090, H10 1.087
2 C -0.5462 2.6044 1.4687  C1 1.499, C3 1.319, H11 1.085
3 C 0.2488 1.6505 1.0255  C2 1.319, C4 1.515, H12 1.096
4 C 0.0501 0.1601 1.2082  C3 1.515, C5 1.524, H13 1.093, H14 1.089
5 C 0.1664 -0.5672 -0.1255  C4 1.524, C6 1.550, H15 1.091, H16 1.086
6 C 1.6324 -0.9686 -0.4267  C5 1.550, C7 1.530, H17 1.094, H18 1.088
7 C 2.0340 -2.4143 -0.1284  C6 1.530, H19 1.091, H20 1.090, H21 1.090
8 H 0.6324 4.3774 1.1594  C1 1.089
9 H -0.9140 4.6635 1.9460  C1 1.090
10 H -0.8547 4.3400 0.2278  C1 1.087
11 H -1.3847 2.3422 2.1055  C2 1.085
12 H 1.0948 1.8824 0.3676  C3 1.096
13 H -0.9139 -0.0180 1.6917  C4 1.093
14 H 0.8414 -0.1781 1.8761  C4 1.089
15 H -0.4530 -1.4647 -0.0826  C5 1.091
16 H -0.1237 0.0479 -0.9717  C5 1.086
17 H 2.2814 -0.2593 0.0957  C6 1.094
18 H 1.8366 -0.7796 -1.4785  C6 1.088
19 H 1.9443 -3.0418 -1.0167  C7 1.091
20 H 3.0555 -2.4732 0.2461  C7 1.090
21 H 1.3981 -2.8827 0.6232  C7 1.090
22 O -3.6118 -3.6650 -3.9709  H23 0.964, H24 0.964
23 H -4.1221 -2.9720 -3.5372  O22 0.964
24 H -3.8802 -4.4536 -3.4858  O22 0.964

## Properties
- structure (SMILES) = C/C=C/CCCC.O
- molar mass (g mol⁻¹) = 116.204
- Kohn-Sham gap (eV) = 10.02

Mulliken atomic charge list, values in e, 6 entries:
1 C -1.17
2 C -0.11
3 C -0.21
4 C -0.71
5 C -0.67
6 C -0.52



#Q
Below is an isolated molecule of C7H16O, with properties calculated with ωB97M-V/def2-TZVPD.

Last columns: bonded neighbours and bond lengths (Å).
Element x y z (Å)
1 C 2.8911 0.0397 0.0549  O2 1.406, H9 1.100, H10 1.098, H11 1.097
2 O 2.1814 -0.8939 -0.7208  C1 1.406, C3 1.631
3 C 0.6333 -1.2127 -0.3174  O2 1.631, C4 1.510, C5 1.477, H12 1.094
4 C 0.5211 -1.6135 1.1336  C3 1.510, H13 1.094, H14 1.095, H15 1.090
5 C 0.0249 -0.0478 -0.9917  C3 1.477, C6 1.690, H16 1.093, H17 1.090
6 C -1.3697 0.3032 -0.1037  C5 1.690, C7 1.528, C8 1.524, H18 1.093
7 C -2.4451 0.7437 -1.0963  C6 1.528, H19 1.094, H20 1.094, H21 1.096
8 C -1.0710 1.4170 0.8927  C6 1.524, H22 1.091, H23 1.094, H24 1.096
9 H 2.4040 1.0255 0.0761  C1 1.100
10 H 3.0078 -0.3022 1.0914  C1 1.098
11 H 3.8992 0.1856 -0.3535  C1 1.097
12 H 0.4426 -2.1022 -0.9253  C3 1.094
13 H -0.4262 -2.1211 1.3364  C4 1.094
14 H 1.3147 -2.3309 1.3675  C4 1.095
15 H 0.6627 -0.7788 1.8207  C4 1.090
16 H -0.3263 -0.3447 -1.9828  C5 1.093
17 H 0.5871 0.8781 -1.1132  C5 1.090
18 H -1.7693 -0.5625 0.4315  C6 1.093
19 H -2.6830 -0.0610 -1.7991  C7 1.094
20 H -2.1259 1.6196 -1.6693  C7 1.094
21 H -3.3732 1.0058 -0.5760  C7 1.096
22 H -0.2923 1.1444 1.6071  C8 1.091
23 H -0.7148 2.3185 0.3849  C8 1.094
24 H -1.9731 1.6901 1.4522  C8 1.096

## Properties
- structure (SMILES) = CO[C@@H](C)CC(C)C
- molar mass (g mol⁻¹) = 116.204
- Kohn-Sham gap (eV) = 10.16

Mulliken atomic charge list, values in e, 6 entries:
1 C -0.62
2 O -0.45
3 C 0.65
4 C -1.58
5 C -0.76
6 C 0.81



Most favorable structure: #P. The second most favorable one is 0.718 eV above it.



#P
Below is an isolated molecule of C16H23N3O4S, with properties calculated with ωB97M-V/def2-TZVPD.

Last columns: bonded neighbours and bond lengths (Å).
Element x y z (Å)
1 C -3.7554 -2.8996 0.9045  C2 1.525, H25 1.088, H26 1.088, H27 1.087
2 C -4.3749 -1.5227 0.6904  C1 1.525, C3 1.545, H28 1.092, H29 1.090
3 C -4.3601 -1.0662 -0.7856  C2 1.545, N4 1.445, H30 1.094, H31 1.096
4 N -3.2653 -0.2618 -1.2769  C3 1.445, C5 1.442, C24 1.444
5 C -1.9398 -0.8279 -1.3064  N4 1.442, C6 1.537, H32 1.090, H33 1.098
6 C -1.1029 -0.5181 -0.0548  C5 1.537, N7 1.449, H34 1.093, H35 1.097
7 N -1.0687 0.9175 0.1402  C6 1.449, S8 1.686, C23 1.452
8 S -0.0257 1.3449 1.3942  N7 1.686, O9 1.434, O10 1.437, C11 1.792
9 O -0.1667 2.7557 1.6117  S8 1.434
10 O -0.2151 0.4766 2.5231  S8 1.437
11 C 1.5700 0.9945 0.6585  S8 1.792, C12 1.382, C16 1.390
12 C 2.3659 0.0579 1.2907  C11 1.382, C13 1.386, H36 1.077
13 C 3.6169 -0.2464 0.7776  C12 1.386, C14 1.401, O22 1.362
14 C 4.0448 0.4001 -0.3890  C13 1.401, C15 1.387, N18 1.393
15 C 3.2326 1.3424 -1.0035  C14 1.387, C16 1.390, H37 1.080
16 C 1.9801 1.6602 -0.4905  C11 1.390, C15 1.390, C17 1.492
17 C 1.1003 2.6645 -1.1558  C16 1.492, H38 1.087, H39 1.089, H40 1.087
18 N 5.2792 0.0426 -0.9264  C14 1.393, C19 1.359, H41 1.012
19 C 6.1775 -0.7460 -0.2807  N18 1.359, O20 1.207, C21 1.524
20 O 7.2232 -1.0868 -0.7788  C19 1.207
21 C 5.7751 -1.1011 1.1460  C19 1.524, O22 1.414, H42 1.092, H43 1.103
22 O 4.3840 -1.1983 1.3785  C13 1.362, C21 1.414
23 C -2.4000 1.4732 0.3037  N7 1.452, C24 1.535, H44 1.090, H45 1.099
24 C -3.2327 1.1427 -0.9425  N4 1.444, C23 1.535, H46 1.090, H47 1.097
25 H -4.2880 -3.6478 0.3203  C1 1.088
26 H -3.8171 -3.1799 1.9539  C1 1.088
27 H -2.7090 -2.9185 0.6111  C1 1.087
28 H -5.4147 -1.5609 1.0229  C2 1.092
29 H -3.8646 -0.7883 1.3133  C2 1.090
30 H -5.2649 -0.4836 -0.9807  C3 1.094
31 H -4.4062 -1.9567 -1.4219  C3 1.096
32 H -2.0113 -1.9060 -1.4514  C5 1.090
33 H -1.4171 -0.3948 -2.1692  C5 1.098
34 H -0.0734 -0.8568 -0.1935  C6 1.093
35 H -1.5122 -1.0116 0.8357  C6 1.097
36 H 2.0028 -0.4318 2.1791  C12 1.077
37 H 3.5840 1.8287 -1.9018  C15 1.080
38 H 0.7031 3.3510 -0.4124  C17 1.087
39 H 0.2509 2.1634 -1.6170  C17 1.089
40 H 1.6465 3.2174 -1.9155  C17 1.087
41 H 5.5264 0.3818 -1.8472  N18 1.012
42 H 6.2027 -2.0703 1.4104  C21 1.092
43 H 6.2155 -0.3351 1.8055  C21 1.103
44 H -2.2849 2.5511 0.4207  C23 1.090
45 H -2.8752 1.0756 1.2114  C23 1.099
46 H -4.2519 1.5062 -0.8076  C24 1.090
47 H -2.7839 1.6692 -1.7944  C24 1.097

## Properties
- structure (SMILES) = CCCN1CCN(S(=O)(=O)c2cc3c(cc2C)NC(=O)CO3)CC1
- molar mass (g mol⁻¹) = 353.444
- Kohn-Sham gap (eV) = 8.81

Mulliken atomic charge list, values in e, 6 entries:
1 C -1.30
2 C -0.03
3 C -0.90
4 N 0.20
5 C -1.36
6 C -0.42



#Q
Below is an isolated molecule of C16H23N3O4S, with properties calculated with ωB97M-V/def2-TZVPD.

Last columns: bonded neighbours and bond lengths (Å).
Element x y z (Å)
1 C -5.2686 -3.8935 -0.2144  C2 1.523, H25 1.087, H26 1.088, H27 1.088
2 C -3.8486 -3.3586 -0.0785  C1 1.523, C3 1.530, H28 1.091, H29 1.091
3 C -3.7765 -1.8745 -0.4446  C2 1.530, N4 1.455, H30 1.100, H31 1.093
4 N -2.3964 -1.4138 -0.4746  C3 1.455, C5 1.454, C24 1.451
5 C -1.8298 -1.1142 0.8302  N4 1.454, C6 1.537, H32 1.090, H33 1.095
6 C -2.3178 0.2243 1.4077  C5 1.537, N7 1.445, H34 1.089, H35 1.096
7 N -2.1562 1.3079 0.4654  C6 1.445, S8 1.656, C23 1.444
8 S -0.8465 2.3101 0.6174  N7 1.656, O9 1.434, O10 1.432, C11 1.810
9 O -1.1104 3.4559 -0.2043  S8 1.434
10 O -0.6489 2.5100 2.0213  S8 1.432
11 C 0.5967 1.4079 0.0027  S8 1.810, C12 1.386, C16 1.390
12 C 1.2142 0.6354 0.9735  C11 1.386, C13 1.384, H36 1.077
13 C 2.3072 -0.1539 0.6609  C12 1.384, C14 1.401, O22 1.361
14 C 2.7958 -0.1379 -0.6519  C13 1.401, C15 1.384, N18 1.393
15 C 2.1732 0.6454 -1.6086  C14 1.384, C16 1.394, H37 1.080
16 C 1.0607 1.4297 -1.3072  C11 1.390, C15 1.394, C17 1.496
17 C 0.4396 2.2481 -2.3951  C16 1.496, H38 1.088, H39 1.085, H40 1.091
18 N 3.9379 -0.8799 -0.9428  C14 1.393, C19 1.358, H41 1.012
19 C 4.4980 -1.7612 -0.0744  N18 1.358, O20 1.207, C21 1.525
20 O 5.5219 -2.3540 -0.3147  C19 1.207
21 C 3.6806 -1.9886 1.1922  C19 1.525, O22 1.414, H42 1.103, H43 1.092
22 O 2.9147 -0.8857 1.6349  C13 1.361, C21 1.414
23 C -2.6659 1.0319 -0.8571  N7 1.444, C24 1.536, H44 1.089, H45 1.096
24 C -2.1380 -0.3117 -1.3829  N4 1.451, C23 1.536, H46 1.092, H47 1.095
25 H -5.3069 -4.9454 0.0570  C1 1.087
26 H -5.6209 -3.7904 -1.2383  C1 1.088
27 H -5.9470 -3.3466 0.4372  C1 1.088
28 H -3.5055 -3.5069 0.9463  C2 1.091
29 H -3.1765 -3.9099 -0.7373  C2 1.091
30 H -4.4074 -1.2990 0.2486  C3 1.100
31 H -4.1900 -1.7500 -1.4484  C3 1.093
32 H -2.0767 -1.9220 1.5193  C5 1.090
33 H -0.7418 -1.0834 0.7115  C5 1.095
34 H -1.7630 0.4954 2.3046  C6 1.089
35 H -3.3811 0.1587 1.6659  C6 1.096
36 H 0.8560 0.6788 1.9882  C12 1.077
37 H 2.5709 0.6582 -2.6131  C15 1.080
38 H 1.2131 2.6533 -3.0438  C17 1.088
39 H -0.1406 3.0628 -1.9752  C17 1.085
40 H -0.2164 1.6281 -3.0071  C17 1.091
41 H 4.3978 -0.7381 -1.8330  N18 1.012
42 H 3.0207 -2.8509 0.9986  C21 1.103
43 H 4.3539 -2.2483 2.0116  C21 1.092
44 H -2.3676 1.8622 -1.4954  C23 1.089
45 H -3.7606 1.0059 -0.8041  C23 1.096
46 H -2.5875 -0.5375 -2.3521  C24 1.092
47 H -1.0520 -0.2508 -1.5089  C24 1.095

## Properties
- structure (SMILES) = CCCN1CCN(S(=O)(=O)c2cc3c(cc2C)NC(=O)CO3)CC1
- molar mass (g mol⁻¹) = 353.444
- Kohn-Sham gap (eV) = 8.75

Mulliken atomic charge list, values in e, 6 entries:
1 C -1.36
2 C -0.22
3 C -0.66
4 N 0.10
5 C -0.50
6 C -0.98



Most favorable structure: #Q. The second most favorable one is 0.051 eV above it.



#P
Below is an isolated molecule of C9H15NO3, with properties calculated with ωB97M-V/def2-TZVPD.

Last columns: bonded neighbours and bond lengths (Å).
Element x y z (Å)
1 C -0.5370 -0.5056 2.4852  O2 1.388, H14 1.105, H15 1.055, H16 1.109
2 O -1.1287 -0.7009 1.2449  C1 1.388, C3 1.414
3 C -0.6855 0.2360 0.2828  O2 1.414, C4 1.357, C7 1.541
4 C -1.5379 0.9576 -0.4881  C3 1.357, C5 1.603, C6 1.519
5 C -3.0864 0.9946 -0.0757  C4 1.603, H17 1.094, H18 1.097, H19 1.017
6 C -1.1208 1.9368 -1.5712  C4 1.519, H20 1.099, H21 1.081, H22 1.038
7 C 0.8286 0.0460 0.0676  C3 1.541, C8 1.348, N11 1.439
8 C 1.4435 -1.0455 -0.4311  C7 1.348, C9 1.476, C10 1.534
9 C 2.9050 -1.1786 -0.5896  C8 1.476, H23 1.070, H24 1.059, H25 1.065
10 C 0.6453 -2.3238 -0.7159  C8 1.534, H26 1.046, H27 1.194, H28 1.027
11 N 1.5415 1.2776 0.2805  C7 1.439, O12 1.207, O13 1.225
12 O 2.5160 1.5999 -0.3547  N11 1.207
13 O 1.0369 1.9744 1.1521  N11 1.225
14 H -0.8897 0.4095 2.9949  C1 1.105
15 H 0.4889 -0.3577 2.2908  C1 1.055
16 H -0.7971 -1.4229 3.0509  C1 1.109
17 H -3.4047 1.9600 0.3293  C5 1.094
18 H -3.6098 0.7883 -1.0171  C5 1.097
19 H -3.2013 0.4025 0.7433  C5 1.017
20 H -0.2551 1.5734 -2.1424  C6 1.099
21 H -0.9004 2.9186 -1.1769  C6 1.081
22 H -1.8945 2.0488 -2.2535  C6 1.038
23 H 3.6111 -0.4728 -0.2036  C9 1.070
24 H 3.1584 -1.2410 -1.6157  C9 1.059
25 H 3.3492 -2.0906 -0.2658  C9 1.065
26 H 1.1898 -2.8081 -1.4657  C10 1.046
27 H 0.6782 -2.8522 0.3545  C10 1.194
28 H -0.3433 -2.1244 -0.9098  C10 1.027

## Properties
- structure (SMILES) = COC(=C(C)C)C(=C(C)C)[N+](=O)[O-]
- molar mass (g mol⁻¹) = 185.223
- Kohn-Sham gap (eV) = 8.79

Mulliken atomic charge list, values in e, 6 entries:
1 C -0.82
2 O -0.47
3 C 0.00
4 C 1.09
5 C -1.41
6 C -1.51



#Q
Below is an isolated molecule of C9H15NO3, with properties calculated with ωB97M-V/def2-TZVPD.

Last columns: bonded neighbours and bond lengths (Å).
Element x y z (Å)
1 C -3.4467 -2.0549 -0.0307  C2 1.457, H14 1.082, H15 1.089, H16 1.165
2 C -2.7934 -0.7640 -0.2015  C1 1.457, N3 1.294, O13 1.410
3 N -3.2396 0.4122 0.1016  C2 1.294, O4 1.195, O5 1.620
4 O -4.0713 0.8114 0.8616  N3 1.195
5 O -2.1204 1.4829 -0.3726  N3 1.620, C6 1.392
6 C -1.0571 0.8346 -0.9953  O5 1.392, C7 1.543, O13 1.552, H17 1.033
7 C 0.2704 0.8673 -0.2090  C6 1.543, C8 1.550, C12 1.525, H18 1.040
8 C 0.4740 -0.2336 0.8635  C7 1.550, C9 1.564, H19 1.106, H20 1.060
9 C 1.8432 0.0781 1.5525  C8 1.564, C10 1.525, H21 1.094, H22 1.068
10 C 2.9988 -0.0993 0.5736  C9 1.525, C11 1.522, H23 1.071, H24 1.119
11 C 2.7832 0.8181 -0.6210  C10 1.522, C12 1.535, H25 1.173, H26 1.126
12 C 1.3841 0.6483 -1.2280  C7 1.525, C11 1.535, H27 1.097, H28 1.108
13 O -1.6248 -0.6098 -0.9748  C2 1.410, C6 1.552
14 H -2.7832 -2.7952 0.3960  C1 1.082
15 H -3.8013 -2.4910 -0.9630  C1 1.089
16 H -4.3836 -1.8430 0.6276  C1 1.165
17 H -0.8987 1.2189 -1.9409  C6 1.033
18 H 0.2691 1.7117 0.3984  C7 1.040
19 H 0.6239 -1.2678 0.5028  C8 1.106
20 H -0.2944 -0.0912 1.5793  C8 1.060
21 H 2.0067 -0.6798 2.3238  C9 1.094
22 H 1.7887 1.0943 1.8761  C9 1.068
23 H 3.8652 0.2139 1.1197  C10 1.071
24 H 3.0340 -1.1738 0.2612  C10 1.119
25 H 3.0763 1.9251 -0.3666  C11 1.173
26 H 3.6533 0.7116 -1.3285  C11 1.126
27 H 1.2443 1.4937 -1.9135  C12 1.097
28 H 1.1992 -0.2188 -1.8924  C12 1.108

## Properties
- structure (SMILES) = CC1=[N+]([O-])O[C@@H](C2CCCCC2)O1
- molar mass (g mol⁻¹) = 185.223
- Kohn-Sham gap (eV) = 9.13

Mulliken atomic charge list, values in e, 6 entries:
1 C -1.03
2 C 0.59
3 N 0.70
4 O -0.67
5 O -0.56
6 C -0.27



Most favorable structure: #Q. The second most favorable one is 0.239 eV above it.